Record 1
A single C5H6O molecule, computed with ωB97M-V with the def2-TZVPD basis set.

XYZ file:
```
12
Properties=species:S:1:pos:R:3:forces:R:3
C -0.07563 -0.80905 0.93013 1.12 2.48 -0.20
C -0.79210 -0.89486 -0.32924 0.16 0.61 -1.62
C 0.41548 0.73849 0.10140 -0.32 -2.40 2.02
C -0.52746 0.34094 -0.86987 -0.94 -0.88 -0.46
C 1.34321 1.61915 0.41343 0.14 0.34 -0.04
O -1.31928 -2.02504 -0.84366 -0.20 0.21 0.35
H -1.52602 -1.89789 -1.77767 0.01 0.07 0.09
H 0.63930 -1.59210 1.17379 0.09 0.12 0.06
H -0.61413 -0.40827 1.78068 -0.26 -0.36 0.11
H -0.98808 0.89714 -1.67220 0.13 -0.08 -0.27
H 1.72398 2.31113 -0.32648 -0.22 0.24 -0.01
H 1.72073 1.72036 1.41969 0.28 -0.34 -0.03
```
Forces are in eV/Å.

Electronic energy in Eh: -269.2503
Energy relative to the best compared isomer or geometry (same formula, charge and spin) in kcal/mol: 60.2
Orbital gap in eV: 8.72
Total charge: 0

The computed natural (NBO) charges, all in e, follow:
1 C -0.4668
2 C 0.3684
3 C 0.0984
4 C -0.3991
5 C -0.5078
6 O -0.6519
7 H 0.4889
8 H 0.2139
9 H 0.2267
10 H 0.2120
11 H 0.2063
12 H 0.2109


Record 2
11 unconnected molecules or ions with the total composition C74H72BrF10IO9, computed with ωB97M-V with the def2-TZVPD basis set.

XYZ file:
```
167
Properties=species:S:1:pos:R:3:forces:R:3
C 6.39029 1.70205 2.54271 -0.57 -0.85 -0.67
C 5.72024 2.01579 1.20294 1.31 -1.14 1.69
O 5.79767 3.09731 0.73828 -0.57 1.78 -1.07
O 5.10606 0.95985 0.62623 -0.71 -0.40 0.41
C 3.90284 1.31350 -0.07219 -0.34 1.03 -0.59
C 2.74500 1.78566 0.85364 0.22 0.38 -1.22
O 1.63088 0.91192 0.75226 -0.24 -0.38 0.48
C 1.59262 -0.12393 1.72149 1.18 0.36 0.96
O 1.53651 -1.40319 1.20150 -0.12 1.10 -0.16
C 2.74073 -1.85892 0.62685 0.75 -1.55 -0.13
C 2.90091 -3.38628 1.03637 -1.09 0.55 0.59
C 3.92382 -3.59470 2.17888 0.30 -0.23 -0.56
O 1.60009 -3.82647 1.43398 0.23 -0.32 -0.06
C 0.49384 0.05910 2.80812 0.68 -0.56 -0.20
C 0.38510 1.51166 3.34598 -0.60 -0.19 0.52
C -0.38186 2.52484 2.49402 -0.91 -1.61 2.18
O -0.00189 3.11411 1.58146 1.18 1.46 -2.27
I -2.42839 2.91323 3.15700 0.09 -0.06 0.12
O -0.72892 -0.59117 2.51089 0.50 0.58 -0.31
C -1.25846 -0.34300 1.23098 -1.95 -0.48 -0.50
O -2.63177 0.00261 1.41891 0.36 0.05 0.28
C -1.28372 -1.62795 0.33896 1.21 -0.69 0.16
C -1.11195 -1.20836 -1.12081 1.28 -1.65 2.31
O -1.94148 -0.59967 -1.62594 -2.53 2.14 -2.19
Br 0.47286 -1.63861 -2.18260 0.37 -0.22 0.25
H 6.84515 2.60130 2.95454 -0.09 -0.16 -0.11
H 5.61132 1.29036 3.20023 0.32 0.15 0.03
H 7.13165 0.90708 2.38357 -0.11 0.22 0.16
H 4.13286 2.12884 -0.77327 0.05 -0.18 0.28
H 3.53285 0.50108 -0.70380 0.41 -0.24 0.47
H 3.06742 1.99707 1.88461 -0.04 -0.36 -0.15
H 2.40754 2.74547 0.43989 -0.12 -0.26 0.25
H 2.54615 -0.05565 2.29293 -0.25 0.17 -0.11
H 2.74504 -1.78974 -0.47037 -0.32 0.20 0.31
H 3.63876 -1.33738 0.99220 -0.42 0.24 0.05
H 3.12968 -3.98259 0.14143 0.43 0.32 0.23
H 4.58937 -4.41625 1.88003 0.03 0.28 0.33
H 3.46876 -3.87717 3.13800 -0.14 0.09 -0.32
H 4.52066 -2.69175 2.36689 -0.04 -0.30 -0.13
H 1.62937 -4.26174 2.29646 0.06 0.18 -0.44
H 0.90615 -0.50980 3.65697 -0.29 0.09 -0.19
H -0.13073 1.44441 4.31286 0.03 0.02 -0.31
H 1.38064 1.91650 3.58451 -0.15 -0.10 -0.43
H -0.82542 0.51092 0.69016 0.47 -0.27 0.38
H -2.80495 -0.11582 2.36534 -0.08 0.05 -0.20
H -2.27817 -2.08352 0.40741 0.11 0.36 -0.08
H -0.56969 -2.38670 0.68069 0.13 0.45 -0.17
F -2.51664 -7.60998 -5.59017 -0.01 -0.06 -0.02
C -2.24935 -6.36424 -5.15363 0.08 0.37 0.12
C -2.34318 -6.08840 -3.80335 -0.06 -0.19 0.18
C -2.06273 -4.80528 -3.35492 0.02 0.04 -0.20
C -1.70314 -3.81516 -4.25978 -0.03 0.13 0.04
C -1.61799 -4.10819 -5.61422 -0.04 -0.10 0.16
C -1.88754 -5.39270 -6.06625 0.02 -0.05 -0.24
H -2.63264 -6.87184 -3.11468 0.01 -0.01 -0.04
H -2.12520 -4.57754 -2.29809 -0.01 -0.03 -0.01
H -1.48914 -2.81441 -3.90729 -0.03 -0.06 -0.05
H -1.34134 -3.33560 -6.32004 0.00 -0.03 0.00
H -1.81840 -5.64275 -7.11714 -0.02 -0.03 0.02
F 0.68976 -5.56241 3.22616 0.03 -0.25 0.24
C -0.59029 -5.79547 3.59864 -0.55 -0.02 0.15
C -1.14241 -7.03894 3.37010 0.20 -0.21 -0.14
C -2.45470 -7.27457 3.75609 -0.01 0.21 0.07
C -3.19658 -6.26332 4.35356 -0.08 -0.06 0.03
C -2.62510 -5.01668 4.57092 0.02 -0.18 -0.07
C -1.31000 -4.78037 4.19598 0.16 0.27 0.03
H -0.55035 -7.81086 2.89540 0.01 0.03 0.01
H -2.89892 -8.24721 3.58971 0.03 0.01 -0.02
H -4.22166 -6.44807 4.64959 0.04 0.01 -0.01
H -3.20389 -4.22682 5.03242 0.05 0.01 0.00
H -0.84412 -3.81727 4.36355 0.00 -0.01 -0.05
F -4.65600 -1.12330 4.23291 0.08 -0.06 -0.06
C -5.45466 -0.37718 5.02659 -0.25 0.23 0.26
C -5.18321 0.96744 5.17752 0.24 0.09 -0.13
C -6.00430 1.73547 5.99034 -0.25 -0.19 -0.05
C -7.07936 1.14372 6.64682 -0.12 0.13 -0.11
C -7.33482 -0.21182 6.48606 0.11 0.19 -0.05
C -6.51863 -0.97830 5.66537 -0.05 -0.34 0.00
H -4.33469 1.39491 4.65974 -0.05 -0.01 0.04
H -5.80784 2.79300 6.11378 0.03 -0.03 -0.01
H -7.71676 1.74240 7.28462 0.03 -0.03 0.01
H -8.16821 -0.67255 7.00014 0.02 -0.01 -0.02
H -6.70226 -2.03557 5.52033 0.00 0.01 0.00
F -0.83804 5.25006 4.95154 0.12 0.02 0.03
C -0.32473 6.31271 4.29800 0.11 0.37 -0.13
C -0.53439 7.57758 4.81242 -0.14 0.04 0.22
C -0.00570 8.67441 4.14742 0.06 -0.13 -0.12
C 0.71542 8.49498 2.97418 0.04 0.09 -0.05
C 0.91305 7.21771 2.46818 -0.06 0.09 0.12
C 0.39480 6.11663 3.13579 0.02 -0.22 -0.02
H -1.10613 7.69773 5.72366 0.01 -0.04 -0.01
H -0.15708 9.66986 4.54424 -0.03 -0.03 0.01
H 1.12334 9.35264 2.45443 -0.01 -0.03 0.01
H 1.47130 7.07740 1.55148 -0.01 -0.03 0.03
H 0.54644 5.11588 2.75915 -0.02 0.02 -0.03
F -7.01226 -5.67995 5.63764 0.03 0.00 0.08
C -7.09628 -5.59467 4.29578 -0.06 0.04 -0.44
C -6.32665 -4.66078 3.63057 0.16 0.19 0.16
C -6.40861 -4.57553 2.24805 -0.12 -0.13 0.00
C -7.26557 -5.41688 1.55065 0.00 0.00 -0.08
C -8.03672 -6.34767 2.23508 0.14 0.13 0.02
C -7.94935 -6.44275 3.61710 -0.15 -0.19 0.12
H -5.66972 -4.00795 4.19222 0.00 -0.02 -0.01
H -5.80448 -3.85232 1.71544 -0.01 0.01 0.05
H -7.33184 -5.34651 0.47235 0.00 0.00 0.03
H -8.70757 -7.00072 1.69200 0.02 -0.01 0.04
H -8.53597 -7.16734 4.16706 0.01 0.04 0.02
F 8.57241 2.73594 -6.00898 0.12 -0.09 0.15
C 7.93544 2.80308 -4.82122 -0.23 0.02 0.42
C 6.59631 3.13893 -4.79492 -0.15 0.06 -0.27
C 5.94098 3.20312 -3.57297 0.24 -0.07 0.07
C 6.63314 2.94145 -2.39677 -0.14 -0.02 0.06
C 7.98082 2.60978 -2.44306 -0.15 0.03 -0.13
C 8.63784 2.53425 -3.66335 0.28 -0.06 -0.01
H 6.07652 3.34673 -5.72193 0.04 -0.03 -0.01
H 4.88933 3.45815 -3.53839 0.02 0.01 -0.04
H 6.12199 2.99596 -1.44417 0.10 0.06 -0.09
H 8.52173 2.40981 -1.52675 0.00 0.00 -0.03
H 9.68592 2.26924 -3.72027 -0.02 0.02 -0.04
F -4.94545 7.16761 0.93311 -0.01 0.05 0.03
C -4.76641 6.11589 0.11031 0.05 -0.33 -0.26
C -3.78236 5.19175 0.40091 0.17 0.06 0.20
C -3.60000 4.10541 -0.44386 -0.15 0.11 -0.11
C -4.39802 3.96384 -1.57194 0.02 -0.08 -0.07
C -5.38089 4.90441 -1.85250 0.14 -0.05 0.13
C -5.57186 5.98638 -1.00415 -0.19 0.18 -0.06
H -3.16568 5.32449 1.28023 -0.03 0.03 -0.01
H -2.83632 3.37030 -0.22250 -0.02 0.03 0.04
H -4.25262 3.11837 -2.23256 -0.01 0.02 0.02
H -5.99995 4.79564 -2.73380 -0.01 0.02 0.03
H -6.33813 6.72501 -1.20184 0.03 0.01 0.03
F 6.26715 1.63050 -12.26085 0.16 0.31 -0.05
C 6.74774 2.16802 -11.11849 0.18 0.21 0.40
C 6.70111 3.53707 -10.94726 -0.13 0.17 -0.21
C 7.19080 4.08661 -9.77058 0.04 -0.25 0.02
C 7.72802 3.26331 -8.78825 -0.03 0.16 -0.09
C 7.77103 1.88913 -8.98001 -0.06 0.13 -0.07
C 7.27293 1.33431 -10.15073 0.00 -0.26 -0.08
H 6.28567 4.16184 -11.72764 -0.01 -0.04 0.00
H 7.15372 5.15782 -9.61971 0.00 -0.02 -0.04
H 8.11180 3.69338 -7.87718 0.00 0.01 -0.06
H 8.19321 1.24867 -8.21673 -0.03 0.01 -0.01
H 7.29014 0.26407 -10.31431 0.00 0.02 -0.02
F 4.13166 -1.74182 -10.63514 0.01 -0.01 0.06
C 4.02828 -1.72617 -11.97833 -0.05 -0.02 -0.48
C 4.82915 -0.86734 -12.70536 0.15 -0.02 0.22
C 4.72516 -0.85563 -14.08857 -0.16 -0.15 0.01
C 3.81714 -1.69269 -14.72519 0.00 0.02 -0.09
C 3.01608 -2.54674 -13.97846 0.13 0.12 0.00
C 3.12424 -2.56934 -12.59493 -0.16 -0.15 0.16
H 5.52365 -0.21824 -12.19361 -0.14 -0.19 -0.04
H 5.35264 -0.19233 -14.67017 0.00 0.01 0.05
H 3.73469 -1.67876 -15.80482 0.00 -0.01 0.03
H 2.30579 -3.19626 -14.47379 0.02 -0.01 0.03
H 2.51458 -3.23393 -11.99620 0.01 0.03 0.02
F -6.88391 1.30869 10.00055 -0.06 0.01 0.00
C -5.57921 1.05396 10.22074 0.44 -0.09 0.08
C -5.11771 0.97905 11.52066 -0.18 0.03 0.20
C -3.77454 0.71186 11.74633 0.02 0.00 -0.20
C -2.91087 0.53365 10.67307 0.10 -0.02 0.03
C -3.39109 0.61711 9.37249 -0.05 0.01 0.23
C -4.73527 0.87371 9.14244 -0.06 -0.01 -0.26
H -5.80488 1.12866 12.34361 -0.01 -0.01 -0.04
H -3.40143 0.64324 12.76002 -0.03 0.02 -0.01
H -1.86255 0.32941 10.85186 -0.03 0.01 0.00
H -2.71812 0.48236 8.53512 -0.05 0.00 -0.01
H -5.12898 0.93385 8.13642 0.06 -0.02 0.14
```
Forces are in eV/Å.

Electronic energy in Eh: -7410.4492
Orbital gap in eV: 8.91
Total charge: 0

These are the Mulliken partial charges, in e, on atoms 1 to 99:
1 C -1.0766
2 C 0.7668
3 O -0.5390
4 O -0.3782
5 C -0.5529
6 C -0.2077
7 O -0.1886
8 C -1.0142
9 O 0.3059
10 C -0.4119
11 C 0.2905
12 C -1.3342
13 O -0.3643
14 C 0.3728
15 C -1.4933
16 C 0.3984
17 O -0.3133
18 I -0.0996
19 O -0.4944
20 C 0.6113
21 O -0.5399
22 C 0.0483
23 C 0.1047
24 O -0.4401
25 Br -0.1883
26 H 0.3381
27 H 0.2737
28 H 0.3110
29 H 0.2731
30 H 0.3960
31 H 0.2139
32 H 0.3133
33 H 0.8950
34 H -0.0160
35 H 0.0583
36 H 0.4153
37 H 0.3473
38 H 0.3820
39 H 0.2748
40 H 0.1179
41 H 0.4238
42 H 0.6974
43 H 0.3507
44 H 0.2544
45 H 0.1975
46 H 0.3274
47 H 0.2272
48 F -0.3173
49 C 0.2477
50 C -0.4679
51 C -0.2719
52 C -0.3217
53 C -0.5798
54 C -0.3353
55 H 0.4228
56 H 0.3844
57 H 0.4098
58 H 0.3734
59 H 0.4091
60 F -0.3875
61 C 0.4987
62 C -0.5416
63 C -0.5245
64 C -0.4484
65 C -0.5395
66 C -0.2528
67 H 0.4280
68 H 0.3864
69 H 0.3792
70 H 0.4687
71 H 0.4117
72 F -0.1340
73 C 0.2624
74 C -0.0270
75 C -0.5955
76 C -0.4918
77 C -0.5740
78 C -0.3621
79 H 0.1535
80 H 0.4213
81 H 0.3628
82 H 0.4229
83 H 0.3921
84 F -0.2568
85 C 0.3444
86 C -0.4965
87 C -0.4253
88 C -0.4937
89 C -0.6307
90 C 0.0815
91 H 0.4289
92 H 0.3729
93 H 0.3801
94 H 0.3936
95 H 0.3213
96 F -0.3526
97 C 0.2418
98 C -0.0507
99 C -0.7003


Looking at maximum force for the records above, in order, we have 3.153; 3.965 eV/A.